Formula: C12H36AlO6S6
Source: OMol25
Level of theory: ωB97M-V/def2-TZVPD

ORCA input file:
```
! wB97M-V def2-TZVPD RIJCOSX def2/J DEFGRID3
* xyz 3 1
Al -28.43 1.66 -9.72
C -27.64 5.38 -9.59
S -26.61 4.28 -10.59
O -27.36 2.94 -10.22
C -27.30 4.46 -12.22
H -27.48 6.40 -9.93
H -27.38 5.31 -8.53
H -28.68 5.09 -9.75
H -27.35 3.53 -12.79
H -26.60 5.14 -12.79
H -28.19 5.09 -12.33
C -30.95 3.65 -11.69
S -30.00 2.36 -12.51
O -29.25 1.67 -11.29
C -31.40 1.24 -12.60
H -30.25 4.40 -11.38
H -31.72 3.46 -11.02
H -31.55 4.04 -12.50
H -31.94 1.67 -13.48
H -31.72 1.41 -11.60
H -31.11 0.27 -12.65
C -25.20 -0.12 -11.96
S -26.86 -0.64 -11.61
O -27.24 0.44 -10.55
C -27.55 -0.23 -13.22
H -24.53 -0.05 -11.03
H -25.32 0.89 -12.52
H -24.60 -0.69 -12.63
H -27.17 -0.87 -13.98
H -27.38 0.85 -13.46
H -28.64 -0.48 -13.15
C -25.44 2.93 -7.60
S -26.45 1.61 -7.08
O -27.38 1.56 -8.27
C -25.39 0.27 -7.28
H -24.94 2.59 -8.54
H -24.83 3.32 -6.82
H -26.16 3.76 -7.74
H -24.76 0.31 -8.20
H -25.96 -0.71 -7.21
H -24.63 0.29 -6.52
C -29.84 -0.65 -6.79
S -29.98 -1.01 -8.48
O -29.25 0.23 -9.11
C -28.79 -2.30 -8.42
H -28.81 -0.23 -6.49
H -30.16 -1.54 -6.34
H -30.47 0.21 -6.49
H -27.91 -1.96 -7.84
H -28.54 -2.66 -9.35
H -29.20 -3.23 -8.06
C -30.66 5.07 -8.04
S -30.58 3.31 -8.04
O -29.50 2.75 -8.99
C -29.85 3.06 -6.49
H -31.37 5.41 -7.23
H -30.86 5.48 -8.94
H -29.67 5.51 -7.59
H -29.97 2.03 -6.15
H -30.39 3.80 -5.88
H -28.81 3.23 -6.45
*
```

Relative energy (zero: lowest compared OMol25 entry of this formula, charge and spin) = 34.4 kcal/mol
HOMO level = -0.6508 Eh
F_max = 5.720 eV/Å

Formula: C12H36B3MgO6S3
Source: OMol25
Level of theory: ωB97M-V/def2-TZVPD

ORCA input file:
```
! wB97M-V def2-TZVPD RIJCOSX def2/J DEFGRID3
* xyz -1 1
Mg 0.22 0.35 0.06
B 0.75 1.31 2.05
H 1.29 1.42 1.06
H -0.18 0.71 1.85
H 1.41 0.80 2.85
H 0.42 2.35 2.46
B 0.13 1.96 -1.40
H 0.68 2.87 -1.84
H -0.78 1.64 -2.05
H 0.87 1.11 -1.47
H -0.23 1.97 -0.33
B -0.48 -1.82 1.80
H 0.37 -1.73 2.59
H -0.18 -1.35 0.80
H -0.70 -2.97 1.81
H -1.43 -1.26 2.15
C -2.83 3.38 0.81
C -3.30 3.00 2.26
C -3.38 1.49 2.40
S -3.26 0.85 0.69
O -4.30 -0.13 0.43
O -1.89 0.51 0.46
C -3.56 2.41 -0.12
H -1.74 3.30 0.79
H -3.17 4.41 0.71
H -4.28 3.50 2.32
H -2.61 3.49 2.94
H -4.32 1.11 2.79
H -2.66 0.98 3.04
H -4.58 2.82 -0.15
H -3.23 2.36 -1.16
C -0.43 -4.28 -2.35
C -0.87 -4.01 -0.89
C -1.98 -2.97 -1.03
S -1.23 -1.75 -2.17
O -0.38 -0.86 -1.42
O -2.15 -1.24 -3.13
C -0.08 -2.93 -2.99
H -1.23 -4.80 -2.88
H 0.37 -5.02 -2.36
H -0.04 -3.65 -0.28
H -1.21 -4.98 -0.52
H -2.28 -2.61 -0.05
H -2.85 -3.39 -1.54
H 0.92 -2.65 -2.67
H -0.04 -2.87 -4.07
C 3.90 1.59 -0.86
C 4.50 1.44 0.55
C 4.08 0.08 1.17
S 3.39 -0.89 -0.23
O 1.98 -0.60 -0.24
O 3.96 -2.23 -0.24
C 4.11 0.21 -1.45
H 4.54 2.31 -1.36
H 2.89 1.99 -0.82
H 4.12 2.25 1.17
H 5.59 1.44 0.51
H 3.34 0.04 1.96
H 5.00 -0.41 1.47
H 3.83 -0.10 -2.46
H 5.20 0.06 -1.44
*
```

Relative energy (zero: lowest compared OMol25 entry of this formula, charge and spin) = 0.0 kcal/mol
HOMO level = -0.1852 Eh
F_max = 2.759 eV/Å

Formula: C12H36BrN3O3
Source: OMol25
Level of theory: ωB97M-V/def2-TZVPD

ORCA input file:
```
! wB97M-V def2-TZVPD RIJCOSX def2/J DEFGRID3
* xyz 2 1
C -11.92 5.14 -1.06
C -10.69 6.05 -1.00
C -10.37 6.75 0.42
O -11.50 7.52 0.79
C -11.31 8.57 1.81
N -9.48 5.12 -1.43
H -9.13 4.53 -0.69
H -9.75 4.68 -2.30
H -8.71 5.74 -1.62
H -12.78 5.75 -0.78
H -11.92 4.38 -0.28
H -12.25 4.80 -2.04
H -10.77 6.74 -1.84
H -9.55 7.47 0.30
H -10.37 5.94 1.14
H -12.10 9.31 1.69
H -10.39 9.14 1.69
H -11.44 8.07 2.77
C -8.62 1.80 -13.07
C -8.79 3.34 -12.94
C -10.29 3.88 -12.88
O -10.31 5.31 -12.81
C -9.75 6.14 -13.82
N -8.10 3.82 -11.62
H -8.35 3.30 -10.80
H -7.09 3.81 -11.73
H -8.39 4.78 -11.48
H -7.62 1.40 -12.90
H -9.00 1.37 -14.00
H -9.15 1.23 -12.29
H -8.20 3.77 -13.75
H -10.78 3.54 -11.97
H -10.77 3.47 -13.77
H -10.19 5.79 -14.76
H -8.68 6.01 -13.93
H -9.91 7.22 -13.76
C -4.16 0.58 -4.72
C -4.21 -0.90 -4.26
C -4.70 -1.95 -5.28
O -4.49 -3.25 -4.76
C -4.99 -4.28 -5.64
N -2.75 -1.33 -3.81
H -2.14 -1.22 -4.61
H -2.44 -0.64 -3.14
H -2.71 -2.30 -3.53
H -3.45 0.71 -5.54
H -3.87 1.31 -3.96
H -5.09 1.00 -5.10
H -4.86 -1.07 -3.41
H -4.21 -1.86 -6.25
H -5.76 -1.73 -5.40
H -4.95 -5.25 -5.16
H -4.31 -4.39 -6.50
H -6.04 -4.21 -5.93
Br -10.22 1.12 -6.84
*
```

Relative energy (zero: lowest compared OMol25 entry of this formula, charge and spin) = 97.4 kcal/mol
HOMO level = -0.3524 Eh
F_max = 2.469 eV/Å